Molecular formula: C5H5N
Method: DFT, ωB97M-V/def2-TZVPD

Results
frontier orbital gap (alpha / beta): 0.264 / 0.322 hartree
E_LUMO (alpha / beta): 0.94 / -1.39 eV
maximum force: 6.36 eV/Å
expectation value of S²: 2.01

```
! RIJCOSX wB97M-V def2-TZVPD def2/J DEFGRID3
* xyz 0 3
C 1.27353 0.17451 0.47727
C -0.94275 -1.13730 -0.49671
C 0.76665 -0.44386 -0.64978
C 0.06280 1.03771 0.56220
C -0.52917 0.30482 -0.63712
N 0.21338 -1.73889 -0.61053
H 1.90603 -0.24219 1.27498
H -1.86302 -1.64478 -0.16630
H -0.32287 0.79209 1.45664
H 0.31709 2.03962 0.31830
H -0.88167 0.85827 -1.52894
*
```

natural (NBO) analysis output, partial charges in e: atom 1 (C): -0.1308, atom 2 (C): 0.0823, atom 3 (C): 0.1353, atom 4 (C): -0.4462, atom 5 (C): -0.3498, atom 6 (N): -0.3663, atom 7 (H): 0.1930, atom 8 (H): 0.1904, atom 9 (H): 0.2192, atom 10 (H): 0.2351, atom 11 (H): 0.2377

=====

Molecular formula: C6H11NO4
Method: DFT, ωB97M-V/def2-TZVPD

Results
frontier orbital gap: 0.342 hartree
E_LUMO: 0.60 eV
maximum force: 3.90 eV/Å

```
! RIJCOSX wB97M-V def2-TZVPD def2/J DEFGRID3
* xyz 0 1
C 0.40491 2.57445 0.65232
C -0.79851 1.96804 0.51672
C -3.34430 -1.15564 -0.37529
C 1.66653 -1.36544 -0.53798
C 0.76988 0.64151 -1.62347
C -0.15415 -0.37915 0.52383
N 0.71374 -0.28351 -0.52411
O -2.80202 -0.60417 -1.23502
O -3.91108 -1.70401 0.43375
O -0.28207 -1.99731 2.54405
O -0.93181 0.64549 0.73997
H 0.51852 3.57310 0.92040
H 1.22951 1.93271 0.72580
H -1.74388 2.48858 0.17523
H 1.55706 -1.97888 0.35104
H 1.50622 -2.06551 -1.33250
H 2.63239 -0.80041 -0.64487
H 0.92408 0.02502 -2.53995
H -0.04752 1.22633 -1.81287
H 1.69033 1.10397 -1.49938
H 0.56658 -2.49864 2.69101
H -0.16440 -1.34654 1.85134
*
```

natural (NBO) analysis output, partial charges in e: atom 1 (C): -0.4962, atom 2 (C): 0.1335, atom 3 (C): 1.0303, atom 4 (C): -0.3954, atom 5 (C): -0.4180, atom 6 (C): 0.3436, atom 7 (N): -0.4275, atom 8 (O): -0.5454, atom 9 (O): -0.4841, atom 10 (O): -0.9945, atom 11 (O): -0.5081, atom 12 (H): 0.2163, atom 13 (H): 0.1940, atom 14 (H): 0.2053, atom 15 (H): 0.2353, atom 16 (H): 0.1959, atom 17 (H): 0.1906, atom 18 (H): 0.2007, atom 19 (H): 0.2282, atom 20 (H): 0.2015, atom 21 (H): 0.4496, atom 22 (H): 0.4443

=====

Molecular formula: C38H34BrCl76N3O4P3S
Method: DFT, ωB97M-V/def2-TZVPD

Results
frontier orbital gap: 0.163 hartree
E_LUMO: -5.23 eV
maximum force: 6.83 eV/Å

```
! RIJCOSX wB97M-V def2-TZVPD def2/J DEFGRID3
* xyz 1 1
C 4.26986 -0.73479 4.07840
C 4.47775 -0.44498 2.47763
P 3.61486 -1.90478 1.58441
C 4.73564 -2.47130 0.12308
C 1.88279 -1.33805 0.90173
P 1.03836 -0.81640 2.56161
N -0.52466 -1.15909 2.61807
N 1.35500 -2.67597 0.42200
P 0.82352 -4.08716 1.38036
O -0.68439 -4.17909 1.56799
O 1.31259 -5.56947 0.63705
O 1.57758 -4.10734 2.92552
C 1.27418 -2.95071 -0.91090
S 1.90996 -1.42850 -1.70934
C 1.83802 -0.24494 -0.27953
C 2.80276 1.03524 -0.24164
C 4.30000 0.78465 -0.76536
C 4.77028 2.02543 -1.71952
Br 6.58374 2.66576 -1.10183
C 0.35846 0.46087 -0.32376
C -0.14927 0.80922 -1.80737
C -1.27281 -0.26512 -2.25784
N -2.58528 0.10279 -1.66189
C -3.24221 -1.03062 -0.95900
C -4.20017 -0.54692 0.25484
C -3.98533 -0.96001 1.72996
C -4.90721 -0.49696 2.91431
C -6.10911 0.42366 2.57776
C -6.38973 0.86868 1.09593
C -5.44164 0.36673 -0.07293
O -5.61506 0.67848 -1.46213
H 3.95838 -1.83357 4.19798
H 5.18633 -0.46331 4.69630
H 3.34678 -0.10620 4.38121
H 5.59963 -0.46871 2.22443
H 3.98529 0.56393 2.28421
H 4.14562 -2.96259 -0.72089
H 5.46817 -1.66580 -0.21343
H 5.38341 -3.31482 0.58217
H 1.23063 0.61455 2.74498
H 1.65987 -1.57554 3.63312
H -0.80269 -1.61388 1.73569
H 2.05542 -5.41078 0.01052
H 2.47259 -4.49835 2.73430
H 0.92875 -3.92109 -1.39666
H 2.33659 1.80664 -0.96802
H 2.75469 1.55212 0.79192
H 4.42440 -0.15410 -1.40709
H 5.07603 0.75715 0.07970
H 4.92276 1.71084 -2.80344
H 4.08977 2.93368 -1.62501
H -0.44997 -0.16585 0.18280
H 0.49393 1.47450 0.21792
H -0.71178 1.81870 -1.72736
H 0.67328 0.97544 -2.58058
H -1.39402 -0.36015 -3.38937
H -0.92011 -1.29747 -1.87681
H -2.53060 0.92542 -1.04686
H -3.92810 -1.64009 -1.65136
H -2.49939 -1.78511 -0.50179
H -3.11572 -1.64839 2.02296
H -4.71937 -0.79653 4.00452
H -6.78894 0.80823 3.40649
H -7.29820 1.54543 0.87392
H -6.20344 1.44932 -1.58646
C 10.44709 2.35213 0.07996
Cl 9.53062 3.83733 -0.26414
Cl 11.24180 1.79165 -1.40564
Cl 11.67322 2.68818 1.31917
Cl 9.33950 1.09275 0.67010
C -5.18651 -4.67344 3.65732
Cl -4.94546 -5.71795 2.24016
Cl -6.84746 -4.86919 4.27512
Cl -4.02296 -5.12248 4.92471
Cl -4.92736 -2.97435 3.19067
C 10.43177 2.63579 -5.69498
Cl 9.14159 2.71731 -6.91294
Cl 11.84480 3.54712 -6.26818
Cl 9.85364 3.33934 -4.17003
Cl 10.88810 0.93916 -5.42701
C 7.77107 7.34312 1.07307
Cl 8.02562 6.29879 -0.34216
Cl 6.10614 7.14609 1.66184
Cl 8.91137 6.88724 2.35645
Cl 8.04072 9.03723 0.61467
C -8.30631 -7.21111 0.33756
Cl -8.09582 -6.49890 1.95083
Cl -7.93404 -5.99293 -0.90115
Cl -7.20680 -8.59544 0.15381
Cl -9.98741 -7.75672 0.14704
C -9.71277 3.32063 -0.54481
Cl -8.01578 3.04132 -1.00093
Cl -10.08696 2.40526 0.93105
Cl -9.96707 5.05265 -0.24853
Cl -10.77554 2.78271 -1.86110
C 14.79135 4.92935 -3.96866
Cl 13.87064 6.40974 -4.30996
Cl 15.58807 4.37126 -5.45521
Cl 16.01825 5.26675 -2.72943
Cl 13.68594 3.66860 -3.38003
C -9.95004 -11.00065 3.15825
Cl -8.86647 -12.28776 2.58663
Cl -9.33162 -9.42459 2.62147
Cl -11.57695 -11.25647 2.49144
Cl -10.02497 -11.03408 4.93328
C -10.11225 -5.59661 6.75428
Cl -11.01059 -4.10132 6.41816
Cl -9.34290 -6.16748 5.25639
Cl -8.86680 -5.28091 7.98118
Cl -11.23140 -6.83686 7.35951
C 14.77007 -0.33762 -5.83147
Cl 14.47583 0.94885 -4.64182
Cl 13.77588 -0.04813 -7.27586
Cl 16.48715 -0.34265 -6.28624
Cl 14.34031 -1.90942 -5.12192
C -14.28346 3.85045 -4.03238
Cl -14.12306 4.55207 -2.40759
Cl -13.89535 5.08340 -5.24931
Cl -13.16179 2.48203 -4.20033
Cl -15.94922 3.28390 -4.27049
C 8.13152 5.84145 -9.34024
Cl 7.28252 4.29218 -9.53452
Cl 9.65693 5.57425 -8.47078
Cl 8.47412 6.53260 -10.94019
Cl 7.11231 6.96578 -8.41544
C 2.76815 -3.64579 6.68426
Cl 1.21952 -4.36640 6.20092
Cl 3.31810 -4.38466 8.20129
Cl 3.97868 -3.93066 5.41148
Cl 2.55959 -1.89585 6.91656
C -6.35291 -8.56981 7.69512
Cl -5.73912 -8.49006 9.36089
Cl -8.07473 -8.13855 7.67770
Cl -5.44969 -7.43152 6.67621
Cl -6.14793 -10.21928 7.06628
C 14.11346 0.98298 3.87516
Cl 14.95715 0.37793 5.31614
Cl 13.24726 2.48078 4.28134
Cl 15.29539 1.31278 2.59098
Cl 12.95217 -0.23860 3.31191
C -9.84820 6.86126 -5.73823
Cl -10.18506 5.76812 -4.37787
Cl -9.33276 5.91068 -7.14777
Cl -11.31787 7.77431 -6.14480
Cl -8.55637 7.99249 -5.28214
C -0.21474 1.46821 8.02004
Cl 0.89888 0.18571 7.49157
Cl 0.39873 3.04574 7.47846
Cl -1.81997 1.18311 7.31588
Cl -0.33335 1.45503 9.79160
C 3.61648 5.53860 -10.09016
Cl 4.22038 5.63002 -8.42146
Cl 1.88350 5.92929 -10.11528
Cl 4.50014 6.69913 -11.10354
Cl 3.86165 3.89522 -10.72018
C -19.44134 4.69105 -2.44057
Cl -20.28867 3.14165 -2.63481
Cl -17.91483 4.42586 -1.57132
Cl -19.09899 5.38332 -4.04069
Cl -20.46244 5.81285 -1.51615
*
```

Mulliken atomic charge list, values in e, 99 entries: atom 1 (C): -0.3988, atom 2 (C): -0.4969, atom 3 (P): 0.6372, atom 4 (C): -1.2205, atom 5 (C): -2.2253, atom 6 (P): 0.6091, atom 7 (N): -0.2992, atom 8 (N): 1.2218, atom 9 (P): 0.3547, atom 10 (O): -0.4999, atom 11 (O): -0.5218, atom 12 (O): -0.1490, atom 13 (C): -0.2763, atom 14 (S): -0.1386, atom 15 (C): 1.8444, atom 16 (C): -1.2457, atom 17 (C): -0.0900, atom 18 (C): -0.7236, atom 19 (Br): -0.0274, atom 20 (C): -0.0403, atom 21 (C): -1.1292, atom 22 (C): -0.2550, atom 23 (N): -0.2427, atom 24 (C): -0.2842, atom 25 (C): 0.3362, atom 26 (C): 0.0326, atom 27 (C): -0.7187, atom 28 (C): -0.5451, atom 29 (C): 0.0155, atom 30 (C): 0.5105, atom 31 (O): -0.3912, atom 32 (H): -0.2522, atom 33 (H): 0.4026, atom 34 (H): 0.1856, atom 35 (H): 0.4505, atom 36 (H): 0.1768, atom 37 (H): 0.2793, atom 38 (H): 0.2904, atom 39 (H): 0.4085, atom 40 (H): 0.1054, atom 41 (H): 0.0003, atom 42 (H): -0.1473, atom 43 (H): 0.3202, atom 44 (H): 0.2842, atom 45 (H): 0.4478, atom 46 (H): 0.6288, atom 47 (H): 0.1460, atom 48 (H): 0.1460, atom 49 (H): 0.0764, atom 50 (H): 0.3552, atom 51 (H): 0.4060, atom 52 (H): -0.2524, atom 53 (H): 0.5716, atom 54 (H): 0.4001, atom 55 (H): 0.3531, atom 56 (H): 0.3340, atom 57 (H): 0.0088, atom 58 (H): 0.2964, atom 59 (H): 0.3778, atom 60 (H): 0.0909, atom 61 (H): -0.0201, atom 62 (H): 0.5591, atom 63 (H): 0.3168, atom 64 (H): -0.3948, atom 65 (H): 0.2586, atom 66 (C): 0.0575, atom 67 (Cl): 0.0242, atom 68 (Cl): -0.0173, atom 69 (Cl): -0.0163, atom 70 (Cl): -0.0796, atom 71 (C): 0.1294, atom 72 (Cl): -0.1068, atom 73 (Cl): 0.0076, atom 74 (Cl): -0.1364, atom 75 (Cl): 0.0788, atom 76 (C): 0.1506, atom 77 (Cl): -0.0247, atom 78 (Cl): -0.0223, atom 79 (Cl): 0.0146, atom 80 (Cl): -0.0777, atom 81 (C): 0.3092, atom 82 (Cl): -0.0405, atom 83 (Cl): -0.1017, atom 84 (Cl): -0.0885, atom 85 (Cl): -0.0859, atom 86 (C): 0.1278, atom 87 (Cl): 0.1057, atom 88 (Cl): -0.1112, atom 89 (Cl): -0.0637, atom 90 (Cl): -0.0752, atom 91 (C): 0.2888, atom 92 (Cl): -0.2044, atom 93 (Cl): -0.1169, atom 94 (Cl): -0.0800, atom 95 (Cl): -0.0141, atom 96 (C): 0.1889, atom 97 (Cl): -0.0818, atom 98 (Cl): -0.0737, atom 99 (Cl): -0.0966

=====

Molecular formula: C2H5N3OS
Method: DFT, ωB97M-V/def2-TZVPD

Results
frontier orbital gap: 0.374 hartree
E_LUMO: 0.62 eV
maximum force: 3.98 eV/Å

```
! RIJCOSX wB97M-V def2-TZVPD def2/J DEFGRID3
* xyz 0 1
H 3.27570 0.21947 0.27659
N 2.71390 -0.64337 0.22222
C 1.48181 -0.16348 0.08464
N 1.06161 1.13476 -0.23712
S 0.26317 -1.43105 -0.12578
N -1.22298 -0.66349 -0.45799
C -2.28139 -0.44075 0.40706
O -3.32788 0.12669 0.04342
H 0.05527 1.29653 -0.31922
H 1.49003 1.94165 0.11713
H -1.50615 -0.64975 -1.42099
H -2.00308 -0.72720 1.41003
*
```

natural (NBO) analysis output, partial charges in e: atom 1 (H): 0.3339, atom 2 (N): -0.6927, atom 3 (C): 0.2482, atom 4 (N): -0.8344, atom 5 (S): 0.4656, atom 6 (N): -0.8068, atom 7 (C): 0.5244, atom 8 (O): -0.5707, atom 9 (H): 0.3997, atom 10 (H): 0.3935, atom 11 (H): 0.4106, atom 12 (H): 0.1287

=====

Molecular formula: C4H6N2
Method: DFT, ωB97M-V/def2-TZVPD

Results
frontier orbital gap: 0.309 hartree
E_LUMO: 0.93 eV
maximum force: 4.35 eV/Å

```
! RIJCOSX wB97M-V def2-TZVPD def2/J DEFGRID3
* xyz 0 1
C -1.51660 -2.15971 -0.48874
C -1.64981 -0.98916 -0.37045
C 0.70273 0.12252 -0.23497
C 0.27423 2.38745 0.05967
N 0.84043 1.32194 -0.22621
N 1.41133 -0.87651 0.29743
H -1.58989 -3.18237 -0.60127
H -1.61583 0.06552 -0.32517
H 0.69418 3.36109 -0.29224
H -0.44946 2.45014 0.86852
H 0.88116 -1.74000 0.23592
H 2.01752 -0.76091 1.07749
*
```

natural (NBO) analysis output, partial charges in e: atom 1 (C): -0.2903, atom 2 (C): -0.2016, atom 3 (C): 0.3112, atom 4 (C): -0.2380, atom 5 (N): -0.3626, atom 6 (N): -0.7885, atom 7 (H): 0.2253, atom 8 (H): 0.2386, atom 9 (H): 0.1739, atom 10 (H): 0.1592, atom 11 (H): 0.4026, atom 12 (H): 0.3703